Entry 1:
Below is 2 unconnected molecules or ions with the total composition ClH3SSi, with properties calculated with ωB97M-V with the def2-TZVPD basis set.

```
! wB97M-V def2-TZVPD RIJCOSX def2/J DEFGRID3
* xyz 0 1
Si 1.824 -0.050 0.001
S -1.914 1.480 -0.068
Cl 3.667 0.726 -0.029
H 1.634 -1.175 -0.874
H 1.231 -0.258 1.221
H -1.630 0.884 -1.168
*
```

Values from the calculation:
Energy above the lowest of the compared OMol25 structures with the same formula, charge and spin   83.6 kcal/mol
Max |F|   0.0458 Eh/bohr
Frontier orbital gap (spin up / spin down)   8.82 / 5.51 eV
HOMO level (spin up / spin down)   -9.9 / -7.9 eV

What are the Mulliken partial charges on each atom? They are as follows, in elementary charge units: 0.32 -0.20 -0.17 -0.04 -0.03 0.12

---

Entry 2:
Below is a molecular structure, C25H29F6N2PSiTc, with properties calculated with ωB97M-V with the def2-TZVPD basis set.

```
! wB97M-V def2-TZVPD RIJCOSX def2/J DEFGRID3
* xyz 1 1
Tc -1.122 -0.991 -1.550
C 0.933 -1.080 -1.723
Si 1.744 -0.404 -0.206
C 0.529 -1.128 1.011
N -0.912 -1.144 0.585
C -1.459 -2.461 1.077
C -1.271 -2.654 2.588
C -1.572 -1.376 3.375
C -2.406 -0.430 2.528
C -1.666 -0.009 1.261
C 1.829 1.455 -0.208
C 1.709 2.201 0.968
C 1.920 3.574 0.970
C 2.285 4.221 -0.205
C 2.431 3.495 -1.380
C 2.196 2.127 -1.379
C 3.420 -1.072 0.229
C 4.513 -0.224 0.424
C 5.754 -0.735 0.784
C 5.920 -2.101 0.953
C 4.848 -2.962 0.755
C 3.612 -2.448 0.394
H 1.094 -2.171 -1.775
H 1.333 -0.682 -2.661
H 0.624 -0.662 1.996
H 0.844 -2.165 1.138
H -0.945 -3.255 0.540
H -2.511 -2.507 0.827
H -0.260 -3.000 2.801
H -1.945 -3.458 2.885
H -0.642 -0.878 3.662
H -2.092 -1.612 4.303
H -2.645 0.476 3.086
H -3.356 -0.899 2.263
H -0.927 0.757 1.497
H -2.381 0.421 0.570
H 1.465 1.709 1.905
H 1.820 4.136 1.890
H 2.466 5.288 -0.201
H 2.730 3.994 -2.292
H 2.314 1.576 -2.306
H 4.400 0.846 0.299
H 6.591 -0.065 0.929
H 6.884 -2.498 1.242
H 4.978 -4.029 0.876
H 2.789 -3.139 0.235
N -1.351 0.662 -1.644
C -2.016 1.875 -1.722
C -3.308 1.877 -2.262
C -4.012 3.063 -2.304
C -3.437 4.227 -1.804
C -2.154 4.214 -1.268
C -1.430 3.037 -1.223
H -3.729 0.954 -2.641
H -5.009 3.082 -2.721
H -3.996 5.153 -1.830
H -1.715 5.124 -0.883
H -0.436 3.002 -0.807
F -1.603 -2.946 -1.653
P -3.468 -2.959 -2.015
F -4.987 -2.829 -2.278
F -3.577 -3.877 -0.752
F -3.031 -1.918 -3.184
F -3.175 -4.157 -2.965
F -3.427 -1.617 -1.003
*
```

Values from the calculation:
Energy above the lowest of the compared OMol25 structures with the same formula, charge and spin   0.0 kcal/mol
Max |F|   0.0326 Eh/bohr
Frontier orbital gap   7.04 eV
HOMO level   -11.8 eV

What are the Mulliken partial charges on each atom? They are as follows, in elementary charge units: 0.39 -0.55 -0.58 -0.71 1.77 -1.21 -0.69 -0.64 -0.93 -0.53 0.99 -0.25 -0.81 -0.56 -0.75 -0.45 0.90 -0.29 -0.71 -0.46 -0.78 -0.53 0.36 0.64 0.16 0.39 0.38 0.53 0.27 0.49 0.26 0.44 0.52 0.35 0.34 0.09 0.37 0.44 0.43 0.43 0.34 0.32 0.41 0.39 0.41 0.30 -0.12 -0.10 -0.39 -0.76 -0.39 -0.77 0.71 0.43 0.41 0.41 0.45 0.19 -0.58 1.48 -0.31 -0.34 -0.34 -0.30 -0.32